1.
The following is a DFT calculation (ωB97M-V/def2-TZVPD) of CH3BrO in the gas phase in a non-equilibrium geometry.

```
6
Properties=species:S:1:pos:R:3:forces:R:3:mulliken_charge:R:1
O -0.3707 1.0859 -0.1354 1.3 -2.4 -1.0 -0.484
C 0.3999 -0.2146 -0.2465 -2.2 3.9 -1.2 -0.243
Br 2.2809 0.0595 0.0152 0.1 0.0 -0.5 -0.118
H -0.3181 1.3632 0.7589 0.1 0.5 1.4 0.295
H 0.1312 -0.8578 0.5223 -0.7 -1.2 1.1 0.294
H -0.0290 -0.4589 -1.2279 1.3 -0.7 0.2 0.256
```
Forces are in eV/Å.

## Properties
2S+1: 1
ΔE to the lowest compared entry with this formula, charge and spin: 0.2965 eV
molecular weight: 110.9 g/mol
calculated total energy: -2689.12503 Ha
frontier orbital gap: 11.47 eV
structure (SMILES): OCBr
highest occupied orbital energy: -10.60 eV

2.
The following is a DFT calculation (ωB97M-V/def2-TZVPD) of CH3BrO in the gas phase in a non-equilibrium geometry.

```
6
Properties=species:S:1:pos:R:3:forces:R:3:mulliken_charge:R:1
C -0.4699 0.2245 0.0338 2.0 3.3 -1.2 -0.394
O 0.3458 -0.9188 0.0407 0.0 -1.8 -0.1 -0.346
Br 2.2177 -1.0292 -0.1452 -1.7 1.0 0.0 0.085
H -1.4612 -0.0083 0.3891 0.0 -0.7 0.5 0.232
H -0.6591 0.7146 -1.0134 0.7 -1.0 1.6 0.213
H 0.0266 1.0172 0.6949 -1.0 -0.8 -0.8 0.210
```
Forces are in eV/Å.

## Properties
2S+1: 1
ΔE to the lowest compared entry with this formula, charge and spin: 1.8904 eV
molecular weight: 110.9 g/mol
calculated total energy: -2689.06645 Ha
frontier orbital gap: 9.09 eV
structure (SMILES): COBr
highest occupied orbital energy: -9.91 eV

3.
The following is a DFT calculation (ωB97M-V/def2-TZVPD) of a 2-piece molecular cluster, CH3BrO2 overall in a non-equilibrium geometry.

```
7
Properties=species:S:1:pos:R:3:forces:R:3:mulliken_charge:R:1
C 1.1865 -0.1339 0.5070 -0.6 0.3 -0.9 -0.104
O 1.0811 0.5679 -0.4546 0.9 1.4 -0.5 -0.461
H 1.8990 -0.0315 1.2680 1.6 0.4 1.1 0.279
H 0.4667 -0.8801 0.5989 -1.4 -1.9 0.7 0.271
O -1.3143 -0.1157 -1.1510 0.1 -0.2 -0.4 -0.464
Br -2.6750 0.1697 -0.0535 -1.3 0.0 0.7 0.029
H -0.6440 0.4236 -0.7149 0.8 0.0 -0.7 0.450
```
Forces are in eV/Å.

## Properties
2S+1: 1
ΔE to the lowest compared entry with this formula, charge and spin: 2.4203 eV
molecular weight: 126.9 g/mol
calculated total energy: -2764.30135 Ha
frontier orbital gap: 10.00 eV
structure (SMILES): C=O.OBr
highest occupied orbital energy: -9.77 eV

4.
The following is a DFT calculation (ωB97M-V/def2-TZVPD) of CH3BrO2 in the gas phase in a non-equilibrium geometry.

```
7
Properties=species:S:1:pos:R:3:forces:R:3:mulliken_charge:R:1
C 1.9012 -0.1106 -0.1276 0.7 -0.3 0.3 -0.563
O -2.3275 -0.3266 -0.1238 -0.6 -0.5 -0.5 -0.245
O -1.7612 0.2592 0.9503 -1.7 -0.1 -0.2 -0.254
Br 0.3745 0.8589 0.5016 2.9 -0.6 -1.3 0.103
H 2.7033 -0.4040 0.6188 -1.5 0.5 -0.8 0.295
H 2.0012 -0.5714 -1.1598 -0.8 0.9 1.4 0.318
H -2.8914 0.2945 -0.6595 0.9 0.1 1.0 0.347
```
Forces are in eV/Å.

## Properties
2S+1: 1
ΔE to the lowest compared entry with this formula, charge and spin: 6.7014 eV
molecular weight: 126.9 g/mol
calculated total energy: -2764.14403 Ha
frontier orbital gap (spin up / spin down): 7.56 / 9.65 eV
highest occupied orbital energy (spin up / spin down): -8.42 / -9.83 eV

5.
The following is a DFT calculation (ωB97M-V/def2-TZVPD) of a 2-piece molecular cluster, CH3BrO2P overall in a non-equilibrium geometry.

```
8
Properties=species:S:1:pos:R:3:forces:R:3:mulliken_charge:R:1
C -0.5228 0.0017 0.0598 3.1 3.8 2.0 -0.708
O -1.3036 2.5013 -1.3319 -0.1 -1.3 0.1 -0.616
O -1.2319 2.3691 1.2125 -0.4 0.2 1.3 -0.578
P -1.2552 1.7147 -0.0817 0.9 -0.1 -0.5 0.899
Br -3.6598 -0.5987 0.0228 -0.2 0.4 -0.1 -0.804
H -0.0366 -0.1594 -0.8463 0.1 -1.2 -1.7 0.274
H 0.3348 0.0587 0.8600 -1.6 0.3 -1.3 0.225
H -1.3116 -0.5028 0.4714 -1.7 -2.1 0.2 0.308
```
Forces are in eV/Å.

## Properties
2S+1: 1
ΔE to the lowest compared entry with this formula, charge and spin: 0.9352 eV
molecular weight: 157.9 g/mol
calculated total energy: -3105.88044 Ha
frontier orbital gap: 8.12 eV
highest occupied orbital energy: -4.54 eV
net charge: -1

6.
The following is a DFT calculation (ωB97M-V/def2-TZVPD) of CH3BrO3P as an isolated structure in a non-equilibrium geometry.

```
9
Properties=species:S:1:pos:R:3:forces:R:3:mulliken_charge:R:1
C 1.2410 0.0638 0.1061 -0.2 0.8 -0.2 -0.900
O -0.8722 -1.1374 0.4682 4.7 1.2 -0.1 -0.282
O -0.8239 0.3009 -1.7118 0.6 -0.2 1.4 -0.710
O -1.1263 1.5504 0.5467 1.1 -1.7 -0.4 -0.712
P -0.5262 0.3969 -0.2330 -0.5 0.0 -0.3 0.955
Br -2.6312 -1.4065 0.4659 -6.6 -1.5 0.2 -0.186
H 1.6196 -0.0819 1.1236 -0.6 0.5 0.0 0.297
H 1.7012 -0.7319 -0.4745 -0.4 0.2 -0.5 0.279
H 1.4181 1.0455 -0.2913 2.0 0.7 -0.1 0.260
```
Forces are in eV/Å.

## Properties
2S+1: 3
ΔE to the lowest compared entry with this formula, charge and spin: 0.7523 eV
molecular weight: 173.9 g/mol
calculated total energy: -3180.97832 Ha
frontier orbital gap (spin up / spin down): 6.10 / 6.66 eV
highest occupied orbital energy (spin up / spin down): -2.36 / -5.32 eV
net charge: -1

7.
The following is a DFT calculation (ωB97M-V/def2-TZVPD) of CH3BrO4S2 in the gas phase in a non-equilibrium geometry.

```
11
Properties=species:S:1:pos:R:3:forces:R:3:mulliken_charge:R:1
C 1.6049 -0.4094 -0.3009 -4.3 2.3 2.0 -0.805
S -0.2353 -0.5357 -0.7889 2.5 3.6 -2.1 0.910
O -0.6739 -1.8412 -0.7103 -1.4 -3.8 0.8 -0.489
O -0.5411 0.2377 -1.9639 0.0 0.1 0.8 -0.507
S -1.0275 0.6843 0.9512 1.7 1.4 -1.2 0.893
O -1.2080 0.0318 2.1799 -0.3 -1.3 1.3 -0.456
O -0.1018 1.7942 0.9067 -0.9 -0.2 -0.2 -0.513
Br -2.9955 1.1791 0.1908 -0.3 0.2 -0.3 -0.061
H 2.2786 -0.9340 -0.9324 0.3 -0.2 -0.7 0.388
H 1.5982 0.7677 -0.1513 0.9 -2.7 -0.2 0.350
H 1.3014 -0.9744 0.6191 1.6 0.6 -0.1 0.291
```
Forces are in eV/Å.

## Properties
2S+1: 1
molecular weight: 223.1 g/mol
calculated total energy: -3711.16233 Ha
frontier orbital gap: 9.48 eV
structure (SMILES): CS(=O)(=O)S(=O)(=O)Br
highest occupied orbital energy: -10.74 eV

8.
The following is a DFT calculation (ωB97M-V/def2-TZVPD) of CH3BrP2 in the gas phase in a non-equilibrium geometry.

```
7
Properties=species:S:1:pos:R:3:forces:R:3:mulliken_charge:R:1
P -0.4588 -0.1077 1.5749 -0.9 -0.4 1.3 -0.182
P -0.4704 0.7209 -0.3959 -0.2 1.4 -0.9 0.063
C 0.8404 -0.0867 -0.8943 0.9 0.9 -3.2 -0.229
Br 1.7402 0.6135 -2.9229 -1.3 -1.0 2.5 -0.260
H -1.3887 0.8955 2.0545 0.5 -0.4 -0.2 0.089
H -1.5406 -1.0015 1.3115 0.2 0.0 0.1 0.093
H 1.2778 -1.0341 -0.7278 0.9 -0.5 0.3 0.426
```
Forces are in eV/Å.

## Properties
2S+1: 1
ΔE to the lowest compared entry with this formula, charge and spin: 1.3494 eV
molecular weight: 156.9 g/mol
calculated total energy: -3296.52320 Ha
frontier orbital gap: 8.86 eV
structure (SMILES): [PH2]#P=CBr
highest occupied orbital energy: -9.68 eV

calculated total energy of number 7 (CH3BrO4S2)?
-3711.16233 Ha

Please write out number 8 again, unchanged.
The following is a DFT calculation (ωB97M-V/def2-TZVPD) of CH3BrP2 in the gas phase in a non-equilibrium geometry.

```
7
Properties=species:S:1:pos:R:3:forces:R:3:mulliken_charge:R:1
P -0.4588 -0.1077 1.5749 -0.9 -0.4 1.3 -0.182
P -0.4704 0.7209 -0.3959 -0.2 1.4 -0.9 0.063
C 0.8404 -0.0867 -0.8943 0.9 0.9 -3.2 -0.229
Br 1.7402 0.6135 -2.9229 -1.3 -1.0 2.5 -0.260
H -1.3887 0.8955 2.0545 0.5 -0.4 -0.2 0.089
H -1.5406 -1.0015 1.3115 0.2 0.0 0.1 0.093
H 1.2778 -1.0341 -0.7278 0.9 -0.5 0.3 0.426
```
Forces are in eV/Å.

## Properties
2S+1: 1
ΔE to the lowest compared entry with this formula, charge and spin: 1.3494 eV
molecular weight: 156.9 g/mol
calculated total energy: -3296.52320 Ha
frontier orbital gap: 8.86 eV
structure (SMILES): [PH2]#P=CBr
highest occupied orbital energy: -9.68 eV

Which of these has the highest calculated total energy?
number 2